Entry from the OMol25 dataset: C21H24N2O3S in the gas phase in a non-equilibrium geometry (ωB97M-V/def2-TZVPD).

CARTESIAN COORDINATES (ANGSTROEM)
1 C -1.240569 -1.499263 -2.445815
2 C -0.011187 -1.831270 -1.656718
3 C 0.172828 -3.090717 -1.101107
4 C 1.303298 -3.388727 -0.362895
5 C 2.287858 -2.431636 -0.158608
6 C 3.454550 -2.702543 0.752451
7 C 2.973597 -2.708731 2.220451
8 N 1.985573 -1.674638 2.433706
9 C 0.661713 -2.002441 2.391182
10 O 0.267733 -3.122380 2.653409
11 C -0.266391 -0.913115 1.978162
12 C -1.492388 -1.269989 1.596451
13 C -2.482223 -0.319295 1.020092
14 N -1.814375 0.896290 0.599633
15 S -2.829646 2.004999 -0.148847
16 O -3.586243 1.268327 -1.117778
17 O -3.539944 2.796762 0.817064
18 C -1.629830 3.033518 -0.988333
19 C -0.944609 2.500733 -2.062522
20 C 0.002001 3.275894 -2.711507
21 C 0.246575 4.571325 -2.280717
22 C -0.454947 5.098969 -1.208030
23 C -1.401264 4.324921 -0.555019
24 C -0.994713 1.443044 1.655060
25 C 0.200807 0.513188 1.871487
26 C 2.113824 -1.176401 -0.728746
27 C 0.984154 -0.880368 -1.468662
28 H -1.827007 -0.732057 -1.939546
29 H -1.866495 -2.378547 -2.575324
30 H -0.970641 -1.119772 -3.431123
31 H -0.583565 -3.849444 -1.239531
32 H 1.414847 -4.370600 0.071917
33 H 3.910659 -3.667113 0.526138
34 H 4.211075 -1.925718 0.619442
35 H 3.817255 -2.563306 2.900489
36 H 2.480088 -3.652726 2.458499
37 H 2.251614 -0.758715 2.107696
38 H -1.796890 -2.301242 1.694595
39 H -2.973235 -0.746331 0.143736
40 H -3.265898 -0.101931 1.766295
41 H -1.174611 1.496626 -2.378007
42 H 0.545611 2.874637 -3.553700
43 H 0.983674 5.175331 -2.788649
44 H -0.267138 6.110774 -0.882276
45 H -1.974311 4.702458 0.277570
46 H -0.661049 2.435285 1.345101
47 H -1.573283 1.546133 2.583867
48 H 0.733195 0.812859 2.777429
49 H 0.873473 0.610075 1.013971
50 H 2.876125 -0.418653 -0.594742
51 H 0.870323 0.105524 -1.897693

Force components x, y, z for each atom (eV/Å):
C 0.01 0.02 0.02
C 0.05 -0.04 -0.03
C -0.02 0.03 -0.04
C 0.12 0.05 -0.05
C 0.18 -0.06 -0.14
C -0.17 0.00 0.13
C 0.17 -0.17 0.06
N 0.23 0.26 0.20
C -0.11 0.01 0.20
O -0.08 -0.25 -0.03
C -0.33 0.07 -0.18
C 0.27 0.10 0.16
C -0.48 -0.22 -0.11
N -0.44 0.59 -0.70
S 0.35 -0.15 0.12
O 0.11 -0.14 -0.14
O 0.26 0.14 0.02
C -0.35 -0.24 0.37
C 0.06 -0.07 -0.14
C -0.06 -0.09 0.01
C 0.00 0.06 0.04
C 0.00 -0.01 -0.02
C -0.13 0.06 0.13
C 0.50 0.28 0.38
C -0.27 0.11 -0.14
C 0.04 -0.06 -0.06
C -0.03 -0.04 0.00
H -0.10 0.06 -0.02
H -0.09 -0.02 -0.05
H -0.06 0.02 -0.08
H -0.11 -0.08 -0.03
H -0.01 -0.12 0.09
H 0.10 0.02 0.00
H 0.03 -0.04 -0.04
H -0.06 -0.12 -0.03
H 0.13 0.10 0.02
H -0.17 -0.01 -0.03
H 0.03 -0.13 0.03
H 0.00 -0.12 0.13
H 0.02 -0.08 -0.07
H 0.05 -0.16 -0.12
H 0.03 -0.05 -0.07
H 0.06 0.05 -0.04
H 0.00 0.08 0.03
H -0.02 0.10 0.10
H 0.09 -0.04 0.18
H 0.03 0.04 -0.06
H 0.03 0.03 -0.01
H 0.09 0.06 0.06
H 0.08 0.06 0.03
H -0.02 0.12 -0.05

energy relative to the best compared isomer or geometry (same formula, charge and spin)	27.9	kcal/mol
SMILES	Cc1ccc(CCNC(=O)C2=CCN(S(=O)(=O)c3ccccc3)CC2)cc1
molecular weight	384.50	Da
highest occupied orbital energy	-8.87	eV
HOMO-LUMO gap	0.3430	Eh
LUMO	0.46	eV

Atom charges from the Mulliken analysis, given in e for atoms 1 to 4:
1. C -1.534
2. C 1.051
3. C -0.773
4. C -0.619